(1)
The following is a DFT calculation (the ωB97M-V functional and the def2-TZVPD basis) of a molecular structure, C50H43GeIN3O3S3V at a distorted geometry.

XYZ file:
```
105
Properties=species:S:1:pos:R:3:forces:R:3
I -1.202761 -4.799192 0.641469 -0.04 -0.03 0.02
Ge 2.521703 3.483593 1.145310 -0.06 0.03 0.01
V -1.059244 -1.294720 -0.620033 0.43 -0.44 0.80
S 2.030823 -2.260271 -0.426728 -0.01 0.19 -0.16
S -5.853567 -1.409530 4.619020 -0.10 -0.03 -0.06
S 1.130815 -2.687990 -5.920885 0.09 0.02 0.02
O 2.068845 -0.850348 -1.164550 -0.03 -0.07 0.11
O -0.156499 -0.090290 -1.621388 0.32 0.23 0.01
O 0.427402 -0.515891 0.458055 -0.18 -0.24 -0.33
N -2.947630 -1.828820 -1.289329 -0.53 -0.56 -0.35
N -2.314431 -1.610501 0.900564 0.35 0.20 -1.02
N -0.912111 -2.711765 -1.936945 -0.23 0.63 0.30
C -0.963198 -3.433024 -4.232685 -0.16 -0.15 -0.23
C 3.135355 4.763070 -0.178667 0.00 0.07 -0.10
C -4.003391 -1.210513 -2.032902 0.17 0.00 0.01
C 1.214581 -3.366331 -7.490483 0.02 0.05 -0.01
C -2.263465 -3.126289 -1.791767 -0.30 0.10 0.39
C 3.504416 4.524911 3.673311 0.02 -0.03 0.02
C -2.948058 -3.833467 -2.882640 0.11 -0.05 -0.10
C 2.492903 1.649116 0.442372 0.02 -0.10 -0.04
C -3.975293 -4.587916 -0.795435 -0.05 0.05 -0.04
C -4.101518 -1.279131 2.463354 -0.31 -0.06 0.13
C 0.169182 -4.196319 -7.730822 -0.08 -0.06 0.04
C 4.341891 -2.879922 0.816640 -0.01 0.01 0.00
C 1.462712 1.435952 -0.665475 0.08 0.05 0.01
C -0.197210 4.609971 0.913847 0.00 0.01 0.00
C 5.420037 2.559970 4.078619 -0.02 0.01 -0.01
C -2.697251 -3.799991 -0.456026 0.06 0.08 -0.06
C -4.590506 -2.617765 0.493003 -0.06 0.02 0.21
C -4.231704 -4.359601 -2.321474 -0.01 -0.01 0.05
C -0.315639 -3.548997 -5.546062 -0.11 0.04 0.13
C -5.793881 -0.198189 5.818873 0.03 -0.05 0.09
C -2.305523 -3.999531 -4.038950 0.04 -0.01 -0.09
C -4.819613 0.714498 5.560971 0.03 0.06 -0.10
C -5.172860 -3.656598 -0.410559 0.06 0.01 -0.02
C -2.824128 -1.092109 2.061572 0.33 0.07 -0.04
C -5.346982 -3.306975 -1.940551 0.04 0.04 0.04
C 3.648084 3.509137 2.726281 0.08 0.03 0.07
C 3.976148 6.668186 -2.048967 -0.01 0.00 -0.01
C 4.307398 4.561610 4.804883 0.00 -0.01 0.00
C -1.518085 4.788318 1.310699 0.01 -0.02 0.02
C 4.042689 -3.911789 -0.273888 -0.02 0.01 0.02
C 3.282787 -3.152629 -1.356781 0.06 0.00 -0.03
C -4.128648 0.441952 4.350332 0.01 0.06 0.01
C 3.049871 -2.090680 1.059691 0.04 0.00 0.00
C 4.093882 5.718589 0.157852 0.03 -0.02 -0.03
C -0.710098 -4.300667 -6.615274 0.02 -0.06 -0.11
C -3.191614 -2.409565 0.092473 0.12 -0.01 -0.10
C 2.605872 4.780405 -1.471666 0.01 0.03 0.02
C 5.265624 3.577592 5.008694 -0.01 0.00 0.01
C -0.350192 -2.824294 -3.198478 0.11 0.06 0.36
C 0.215741 3.300378 2.878860 -0.04 0.06 -0.04
C 3.021463 5.723856 -2.401127 0.00 -0.01 0.03
C -5.103753 -1.884636 -2.338536 -0.07 0.00 -0.02
C 0.867294 0.055713 -0.684377 -0.15 -0.16 -0.02
C 4.615881 2.529831 2.946216 0.03 0.02 -0.02
C -1.971445 4.222721 2.494961 0.03 0.04 -0.04
C -5.000136 -2.100242 1.653311 -0.08 0.05 0.03
C 0.686358 3.861108 1.689454 -0.05 -0.08 0.08
C 4.512507 6.663996 -0.769660 -0.01 -0.02 -0.01
C -4.578018 -0.683254 3.715092 -0.02 -0.03 -0.03
C -1.100268 3.481582 3.281930 0.05 -0.03 -0.01
H 4.300936 7.406007 -2.771419 0.00 -0.01 0.01
H -3.977498 -5.605742 -0.419777 0.00 0.00 0.00
H 2.787135 -3.773372 -2.100953 0.00 -0.01 0.03
H 5.258897 7.397715 -0.492641 -0.01 -0.01 0.00
H 2.599946 5.723687 -3.398608 0.00 0.00 0.01
H -2.190004 5.378811 0.700656 0.00 -0.01 0.00
H 3.184489 -1.019999 1.205783 0.00 0.00 0.01
H 2.752487 5.294650 3.533180 0.00 -0.01 -0.01
H 4.527214 5.724874 1.151852 -0.01 0.00 0.00
H 4.944626 -4.360896 -0.685871 0.01 0.02 0.00
H -1.435209 3.054235 4.218602 -0.04 0.00 0.02
H -6.321650 -3.620627 -2.304954 0.00 -0.02 0.00
H 4.757434 1.732229 2.223556 -0.01 0.01 0.01
H 3.908088 -2.405367 -1.847342 -0.02 0.00 -0.01
H 0.147525 5.076253 -0.003377 0.00 -0.01 0.01
H 1.855165 4.054622 -1.767027 0.00 0.01 0.01
H 3.487998 1.366939 0.090794 -0.01 -0.02 0.04
H -2.763219 -4.559579 -4.844631 0.02 0.02 0.00
H 6.169272 1.793640 4.233325 -0.01 0.01 0.00
H 5.891385 3.604848 5.891614 -0.01 0.00 -0.01
H 0.632047 -2.379982 -3.302031 -0.01 0.02 0.02
H 4.681755 -3.349323 1.737805 0.01 0.01 0.00
H -2.996843 4.373657 2.808378 0.01 -0.01 0.00
H -6.044278 -4.149101 0.014347 0.00 0.00 -0.01
H 3.426685 -4.722483 0.124179 0.00 0.00 -0.01
H 0.608601 2.114599 -0.590990 -0.03 -0.01 0.12
H -4.617235 1.564223 6.196369 0.00 -0.01 -0.01
H 1.911099 1.598038 -1.647259 -0.06 0.04 -0.02
H 2.442773 -2.474370 1.878821 0.01 -0.04 -0.02
H -5.867989 -1.364410 -2.903041 -0.01 -0.02 0.00
H -6.002891 -2.294480 2.018192 0.02 0.01 0.01
H 0.887381 2.728995 3.511829 0.00 0.00 -0.01
H 4.184691 5.356946 5.529041 0.00 -0.01 -0.01
H -2.136022 -0.505727 2.653894 0.08 0.00 -0.01
H 2.250786 1.026384 1.309151 -0.06 0.01 -0.01
H -1.590960 -4.926346 -6.618180 0.02 0.01 0.00
H 2.024253 -3.102114 -8.151804 -0.03 0.00 0.01
H -6.475103 -0.227511 6.654075 0.02 -0.01 -0.01
H -3.350054 1.074155 3.945909 0.00 0.01 0.01
H 0.025255 -4.719972 -8.664566 0.00 0.01 0.02
H -3.843014 -0.184265 -2.332964 0.01 0.01 0.01
H -4.628563 -5.211700 -2.868368 0.01 0.02 -0.01
H 5.129065 -2.204453 0.479853 -0.01 0.00 -0.01
```
Forces are in eV/Å.

Its expectation value of S² is 0.834. The calculation puts the gap between HOMO and LUMO (spin up / spin down) at 5.94 / 5.45 eV. The charge is +1. The multiplicity is 2. The HOMO energy (spin up / spin down) is -9.51 / -9.51 eV.

(2)
The following is a DFT calculation (the ωB97M-V functional and the def2-TZVPD basis) of 4 unconnected molecules or ions with the total composition C50H44BFN2O13PS at a distorted geometry.

XYZ file:
```
113
Properties=species:S:1:pos:R:3:forces:R:3
S 3.190631 2.326265 -1.952030 0.28 0.03 -0.13
P 2.416729 2.903739 0.201233 -0.42 0.55 0.82
F 1.910856 1.780972 -2.780630 -0.13 -0.08 -0.16
O 4.071493 1.182995 -1.934496 -0.01 0.10 -0.17
O -1.249134 -3.630963 8.194854 0.00 -0.01 0.00
O 3.618199 3.496117 -2.680795 -0.08 -0.09 -0.03
O 1.245811 -6.015030 -4.201618 -0.01 -0.01 0.00
O 4.113309 -1.559187 -5.052080 0.00 0.02 -0.02
O -6.232111 0.375182 -1.317631 0.00 0.01 0.02
O 2.238889 1.093837 0.327584 -0.12 -0.23 0.01
O -3.911978 -1.337994 -5.843295 0.00 0.00 -0.01
O 0.831864 2.852408 -0.481301 0.29 0.20 -0.09
O 0.418517 4.260537 -2.342201 0.05 -0.15 0.16
O -0.192188 5.042513 -0.179709 0.22 0.21 -0.31
O 7.022727 5.423272 0.817522 0.05 -0.07 -0.04
O -0.636203 1.225172 5.988066 0.00 0.01 -0.01
N 3.199683 -0.115856 2.188357 0.08 -0.22 0.40
N -2.879847 3.566916 1.107522 -0.14 0.06 0.33
C -1.123466 -2.543424 7.670199 0.01 0.02 0.00
C -0.829273 3.139689 2.487976 -0.12 -0.16 0.04
C -1.738442 -0.103142 7.593218 0.02 -0.01 -0.03
C 3.481481 -2.563385 -4.815597 -0.04 -0.04 0.00
C 1.501349 -1.983831 4.350291 0.03 -0.05 -0.06
C 4.247353 2.846713 0.655099 0.29 -0.16 -0.06
C -8.339876 -2.282363 -3.749130 0.01 0.01 0.01
C 1.361980 -3.235337 4.939976 -0.04 0.02 0.03
C -4.415555 -0.968789 -4.803893 -0.01 0.01 0.02
C -2.312473 1.608321 -2.137365 0.03 0.04 0.04
C 1.905153 -5.007806 -4.360164 0.01 0.03 0.00
C 1.516972 -3.711083 -3.743305 0.03 -0.03 -0.01
C 2.743387 0.475233 1.306346 -0.02 0.18 -0.45
C -1.916048 2.560603 1.565255 -0.06 -0.09 0.11
C -7.749832 -2.704404 -4.936072 0.01 0.01 0.00
C -3.365831 0.792375 9.115551 0.01 0.00 -0.01
C 1.750865 3.206147 1.927649 -0.26 0.04 -0.08
C -3.694195 -0.074364 -3.857621 -0.03 -0.01 0.00
C -3.608045 1.228980 -1.827180 0.06 -0.01 0.00
C 5.046224 4.080312 0.232972 0.04 -0.11 0.16
C -5.686365 -0.030854 -2.321213 0.02 -0.01 -0.03
C -1.905094 -1.366741 8.159197 0.03 -0.01 -0.02
C 0.009081 -2.482845 -2.333976 -0.01 -0.01 -0.01
C -0.201075 -2.327432 6.524174 -0.03 0.00 0.01
C 2.276424 -2.551655 -3.939857 -0.03 -0.03 -0.01
C -0.789668 0.118639 6.458683 -0.01 -0.04 0.02
C -0.053199 -1.065884 5.937896 -0.02 0.03 0.02
C 0.773059 -1.336712 -2.516110 0.01 0.04 0.05
C -6.480752 -2.268106 -5.274446 -0.05 -0.04 -0.01
C 6.356291 4.175307 1.001555 0.08 0.00 0.04
C 0.515385 2.396361 2.376445 0.08 -0.07 0.26
C 5.032872 -3.926274 -6.199320 0.05 -0.04 -0.03
C -7.663616 -1.417776 -2.906158 -0.05 -0.03 -0.02
C -2.808471 -1.545338 9.200328 -0.04 0.03 0.04
C -1.703574 1.148997 -3.299231 0.06 0.04 -0.05
C 0.797581 -0.902425 4.852765 0.02 0.00 -0.04
C -5.794225 -1.406504 -4.427107 0.03 0.01 0.02
C -2.468550 0.975435 8.077743 -0.05 0.02 0.04
C 3.150192 -5.035658 -5.185165 -0.02 0.02 0.01
C -6.389900 -0.975053 -3.242716 0.03 0.02 0.00
C 0.515258 -3.408210 6.023177 0.03 -0.01 -0.04
C -3.538085 -0.469324 9.675134 0.01 -0.01 0.00
C 3.564821 -6.241804 -5.738787 0.04 -0.03 -0.04
C 0.379380 -3.668342 -2.945674 -0.02 0.02 0.04
C 1.900098 -1.365179 -3.320614 -0.01 0.05 -0.01
C 4.708656 -6.288446 -6.516004 -0.01 0.00 0.01
C -4.303000 0.382332 -2.683738 -0.03 -0.03 -0.01
C 5.441246 -5.128867 -6.749168 -0.01 0.01 0.00
C 3.889218 -3.875910 -5.411358 -0.01 0.01 0.04
C -2.393136 0.310861 -4.159170 0.03 0.02 0.02
B 0.393297 4.050959 -0.988488 -0.19 -0.13 -0.01
H 6.177568 4.000271 2.070726 0.02 -0.02 -0.03
H 2.519254 4.288140 -0.167741 0.13 -0.09 -0.19
H -8.106174 -1.074416 -1.981180 0.02 0.02 0.01
H -9.329739 -2.630081 -3.483090 0.00 0.00 -0.01
H 2.538221 3.046291 2.663390 0.11 0.04 -0.12
H -6.002923 -2.587025 -6.190577 0.03 0.01 0.01
H -0.198322 -4.572499 -2.811243 0.02 -0.02 -0.02
H 1.915859 -4.079095 4.549187 0.00 0.00 0.00
H 0.500811 -0.413384 -2.023458 0.00 0.05 0.03
H 6.333956 -5.166184 -7.360250 0.00 0.00 0.00
H -4.093930 1.569127 -0.921768 -0.02 -0.03 0.00
H -4.244216 -0.611278 10.483101 0.00 0.00 0.00
H -2.458807 1.801445 2.141590 0.02 -0.06 -0.12
H -0.708057 4.210991 2.305050 0.06 -0.07 -0.16
H -3.140092 3.444988 0.139933 0.05 0.01 -0.04
H 5.272373 4.036271 -0.831790 -0.16 0.23 -0.05
H 5.588913 -3.013712 -6.365334 -0.02 0.02 0.02
H 0.373284 1.529865 1.730324 0.05 0.03 -0.05
H 4.321007 2.739863 1.740566 -0.11 -0.07 -0.04
H 1.521984 4.277941 1.952629 0.00 -0.06 0.08
H -1.447723 2.028841 0.731724 0.11 0.17 -0.04
H -1.184472 3.042649 3.517209 0.01 0.16 -0.01
H 7.063052 3.422006 0.651033 -0.06 -0.05 0.06
H 0.443388 5.557340 0.323083 -0.01 -0.14 0.21
H 0.393504 -4.375720 6.490780 -0.02 0.01 0.02
H 2.978791 -7.130515 -5.548736 -0.03 0.02 0.01
H -2.926144 -2.533381 9.623680 0.03 -0.01 -0.02
H -2.322169 1.947176 7.626406 0.02 -0.01 -0.03
H 0.264563 5.186405 -2.545546 -0.22 0.01 -0.06
H -2.490626 4.493613 1.208589 0.09 0.00 -0.21
H 4.472586 4.993651 0.438617 -0.01 -0.01 -0.10
H 4.715905 1.961158 0.222749 -0.07 -0.05 0.06
H -8.282138 -3.377239 -5.595946 0.00 0.00 0.00
H 0.903823 0.074186 4.401862 0.01 0.01 0.01
H 0.760596 1.987897 3.358763 -0.06 -0.01 0.00
H -1.756620 2.259127 -1.473919 -0.01 -0.02 0.01
H -3.935601 1.633127 9.489632 -0.01 0.00 0.00
H -0.873919 -2.450028 -1.707753 0.01 0.01 0.00
H 2.153848 -1.832464 3.500217 0.04 0.01 0.03
H -1.933732 -0.056794 -5.066648 -0.02 -0.02 0.00
H 2.485950 -0.467496 -3.459307 0.10 -0.06 -0.02
H -0.688803 1.451429 -3.525279 0.02 0.02 0.02
H 6.433380 6.113289 1.129996 -0.07 0.10 -0.01
H 5.032662 -7.228888 -6.943058 0.00 0.00 -0.01
```
Forces are in eV/Å.

The calculation puts the gap between HOMO and LUMO at 7.35 eV. The charge is -1. The HOMO energy is -6.69 eV.